Entry 1:
The following is a quantum chemistry calculation of a cluster of 2 separate species, CH4NOP in total, from the OMol25 dataset.

Element x y z (Å)
1 C -0.710 1.450 0.223
2 N 0.337 -1.898 -0.599
3 O 0.535 1.609 -0.369
4 P 0.713 0.382 0.697
5 H -1.062 2.070 0.988
6 H -1.486 0.710 -0.258
7 H 1.309 -1.909 -0.967
8 H 0.364 -2.413 0.284

Computed properties:
E_HOMO (alpha / beta) = -0.345 / -0.308 hartree
LUMO level (alpha / beta) = -0.4 / -0.4 eV
Kohn-Sham gap (alpha / beta) = 8.93 / 8.02 eV
E_tot = -13924.382 eV
total charge = 0
spin multiplicity = 1

---

Entry 2:
The following is a quantum chemistry calculation of an isolated molecule of CH4NOP, from the OMol25 dataset.

Element x y z (Å)
1 C -0.666 0.392 0.910
2 O -0.368 0.000 -0.366
3 P 0.995 -0.430 -1.201
4 N 0.835 -0.607 -2.675
5 H 0.252 0.904 1.348
6 H -1.347 -0.333 1.488
7 H -1.514 1.135 0.769
8 H 1.813 -1.060 -0.274

Computed properties:
E_HOMO = -0.360 hartree
LUMO level = -0.6 eV
SMILES = CO[PH]#N
Kohn-Sham gap = 9.22 eV
E_tot = -13924.823 eV
total charge = 0
spin multiplicity = 1

---

Entry 3:
The following is a quantum chemistry calculation of a structure of composition CH4NOPS3, from the OMol25 dataset.

Element x y z (Å)
1 C 1.772 0.877 0.416
2 N 0.029 1.026 -0.200
3 O 0.058 -1.007 -1.685
4 P -0.756 -0.386 -0.405
5 S 1.965 1.696 1.758
6 S -2.714 -0.123 -0.830
7 S -0.429 -1.691 1.163
8 H 2.281 0.159 -0.166
9 H -0.307 1.862 0.354
10 H -0.546 -1.332 -2.465
11 H -1.353 -1.081 2.060

Computed properties:
E_HOMO (alpha / beta) = -0.276 / -0.320 hartree
LUMO level (alpha / beta) = 0.3 / -3.5 eV
Kohn-Sham gap (alpha / beta) = 7.83 / 5.19 eV
E_tot = -46431.233 eV
total charge = 0
spin multiplicity = 3

---

Entry 4:
The following is a quantum chemistry calculation of a cluster of 2 separate species, CH4NOS2 in total, from the OMol25 dataset.

Element x y z (Å)
1 C 1.628 -0.671 2.184
2 N -0.064 -0.024 -0.121
3 O 0.745 0.132 2.258
4 S 2.388 -1.513 0.814
5 S 2.881 -1.522 2.866
6 H 0.047 -0.994 -0.489
7 H -0.951 0.408 -0.041
8 H 0.277 0.146 0.848
9 H 0.709 0.428 -0.570

Computed properties:
E_HOMO = -0.504 hartree
LUMO level = -5.3 eV
Kohn-Sham gap = 8.46 eV
E_tot = -26301.681 eV
total charge = +1
spin multiplicity = 1

---

Entry 5:
The following is a quantum chemistry calculation of a structure of composition CH4NaO2, from the OMol25 dataset.

Element x y z (Å)
1 H 0.898 1.120 -1.712
2 O 1.268 2.134 -0.847
3 Na 2.840 3.737 -0.221
4 O 0.224 3.082 -0.939
5 C -0.815 2.730 -0.054
6 H -1.733 3.241 -0.374
7 H -0.981 1.640 -0.053
8 H -0.530 3.065 0.955

Computed properties:
E_HOMO (alpha / beta) = -0.157 / -0.357 hartree
LUMO level (alpha / beta) = -0.6 / 0.2 eV
Kohn-Sham gap (alpha / beta) = 3.69 / 9.96 eV
E_tot = -9607.412 eV
total charge = 0
spin multiplicity = 2

---

Entry 6:
The following is a quantum chemistry calculation of a cluster of 2 separate species, CH4O2 in total, from the OMol25 dataset.

Element x y z (Å)
1 O -0.092 -0.679 0.515
2 C -0.170 -1.333 -0.600
3 H 0.414 -1.078 -1.431
4 H -0.826 -2.219 -0.587
5 H 0.821 1.257 0.689
6 H -0.471 2.004 0.974
7 O 0.324 2.047 0.440

Computed properties:
E_HOMO (alpha / beta) = 0.016 / -0.099 hartree
LUMO level (alpha / beta) = 4.9 / 4.9 eV
Kohn-Sham gap (alpha / beta) = 4.48 / 7.60 eV
E_tot = -5195.230 eV
total charge = -1
spin multiplicity = 2

---

Entry 7:
The following is a quantum chemistry calculation of an isolated molecule of CH4O2, from the OMol25 dataset.

Element x y z (Å)
1 O -1.246 0.599 -0.120
2 C -0.242 -0.295 0.033
3 O 1.199 0.554 0.046
4 H -1.207 1.247 0.595
5 H -0.179 -0.779 1.008
6 H -0.210 -0.982 -0.805
7 H 1.394 0.698 -0.885

Computed properties:
E_HOMO = -0.391 hartree
LUMO level = 0.9 eV
SMILES = OCO
Kohn-Sham gap = 11.53 eV
E_tot = -5195.804 eV
total charge = 0
spin multiplicity = 1

---

Entry 8:
The following is a quantum chemistry calculation of a cluster of 2 separate species, CH4O2P in total, from the OMol25 dataset.

Element x y z (Å)
1 C 0.891 -0.919 -1.478
2 O -0.259 0.193 2.299
3 O -2.374 0.547 0.843
4 P -0.920 0.629 1.034
5 H 1.942 -0.493 -1.250
6 H 0.769 -1.674 -0.797
7 H 0.224 -0.078 -1.302
8 H -0.272 1.794 0.652

Computed properties:
E_HOMO (alpha / beta) = -0.050 / -0.185 hartree
LUMO level (alpha / beta) = 4.5 / 2.8 eV
Kohn-Sham gap (alpha / beta) = 5.80 / 7.89 eV
E_tot = -14484.143 eV
total charge = -1
spin multiplicity = 3

---

Entry 9:
The following is a quantum chemistry calculation of a cluster of 2 separate species, CH4O2PS in total, from the OMol25 dataset.

Element x y z (Å)
1 C 0.282 -0.655 0.511
2 O -2.341 0.131 1.101
3 O -0.955 1.795 -0.142
4 P -0.933 0.610 1.118
5 S 1.886 0.104 0.466
6 H 0.059 -1.444 -1.025
7 H 0.183 -1.614 1.123
8 H -1.872 2.141 -0.323
9 H 1.352 1.317 0.244

Computed properties:
E_HOMO = -0.103 hartree
LUMO level = 3.5 eV
Kohn-Sham gap = 6.31 eV
E_tot = -25320.443 eV
total charge = -1
spin multiplicity = 1

---

Entry 10:
The following is a quantum chemistry calculation of a cluster of 2 separate species, CH4O2PS in total, from the OMol25 dataset.

Element x y z (Å)
1 C -0.927 -0.150 0.743
2 O 3.323 1.374 0.988
3 O 2.721 1.062 -1.443
4 P 2.704 0.345 0.109
5 S 3.749 -1.385 0.006
6 H -0.595 0.821 0.291
7 H -1.402 -0.920 0.236
8 H -0.302 -0.428 1.553
9 H 1.883 0.907 -1.886

Computed properties:
E_HOMO (alpha / beta) = -0.143 / -0.120 hartree
LUMO level (alpha / beta) = 3.2 / 2.9 eV
Kohn-Sham gap (alpha / beta) = 7.11 / 6.14 eV
E_tot = -25321.274 eV
total charge = -1
spin multiplicity = 1

---

Entry 11:
The following is a quantum chemistry calculation of a cluster of 2 separate species, CH4O2PS in total, from the OMol25 dataset.

Element x y z (Å)
1 C 0.120 0.295 -0.176
2 O 2.862 0.602 -0.834
3 O 2.222 -0.777 1.192
4 P 1.852 -0.205 -0.153
5 S -3.728 -0.659 -0.102
6 H -0.603 -0.489 0.067
7 H 0.034 1.074 0.666
8 H -0.224 0.809 -1.213
9 H -2.536 -0.651 0.553

Computed properties:
E_HOMO = -0.108 hartree
LUMO level = 1.4 eV
Kohn-Sham gap = 4.29 eV
E_tot = -25322.270 eV
total charge = -1
spin multiplicity = 1

---

Entry 12:
The following is a quantum chemistry calculation of a cluster of 2 separate species, CH4O2S in total, from the OMol25 dataset.

Element x y z (Å)
1 O -1.228 0.864 0.116
2 C -2.059 0.286 0.752
3 O -3.030 -0.441 0.207
4 H -1.951 0.226 1.839
5 H -2.798 -0.537 -0.727
6 S 2.950 -0.313 -0.485
7 H 1.930 -1.041 0.007
8 H 2.339 0.809 -0.215

Computed properties:
E_HOMO = -0.354 hartree
LUMO level = 0.7 eV
SMILES = O=CO.S
Kohn-Sham gap = 10.31 eV
E_tot = -16031.872 eV
total charge = 0
spin multiplicity = 1

---

Entry 13:
The following is a quantum chemistry calculation of a cluster of 2 separate species, CH4O2S in total, from the OMol25 dataset.

Element x y z (Å)
1 O -1.444 -1.093 1.177
2 C -1.834 -0.293 0.351
3 O -1.295 -0.218 -0.815
4 H -2.855 0.134 0.519
5 H -0.370 -0.521 -0.632
6 S 3.176 0.796 -0.158
7 H 2.219 0.432 0.751
8 H 2.404 0.763 -1.193

Computed properties:
E_HOMO = -0.369 hartree
LUMO level = 0.5 eV
SMILES = O=CO.S
Kohn-Sham gap = 10.51 eV
E_tot = -16031.517 eV
total charge = 0
spin multiplicity = 1

---

Entry 14:
The following is a quantum chemistry calculation of a structure of composition CH4O2SSi, from the OMol25 dataset.

Element x y z (Å)
1 C -0.075 -1.133 1.034
2 O 0.906 2.567 0.130
3 O 0.951 0.418 -1.190
4 Si -0.612 -0.296 -0.538
5 S 1.624 1.373 -0.191
6 H 0.768 -1.769 0.986
7 H -1.078 -0.329 -1.925
8 H -0.873 -1.443 1.544
9 H -1.610 0.613 0.151

Computed properties:
E_HOMO (alpha / beta) = -0.295 / -0.253 hartree
LUMO level (alpha / beta) = -2.2 / -3.3 eV
Kohn-Sham gap (alpha / beta) = 5.77 / 3.54 eV
E_tot = -23905.018 eV
total charge = 0
spin multiplicity = 1

---

Entry 15:
The following is a quantum chemistry calculation of a cluster of 2 separate species, CH4O3 in total, from the OMol25 dataset.

Element x y z (Å)
1 O -0.773 0.229 -1.111
2 C -1.061 -0.180 0.022
3 O -1.648 -1.385 0.154
4 H -0.999 0.286 1.025
5 H -1.736 -1.548 1.133
6 O 2.209 0.539 -0.219
7 H 1.432 0.608 -0.820
8 H 2.576 1.452 -0.184

Computed properties:
E_HOMO = -0.411 hartree
LUMO level = 0.4 eV
SMILES = O=CO.O
Kohn-Sham gap = 11.63 eV
E_tot = -7244.080 eV
total charge = 0
spin multiplicity = 1

---

Entry 16:
The following is a quantum chemistry calculation of a cluster of 2 separate species, CH4O3 in total, from the OMol25 dataset.

Element x y z (Å)
1 O 1.218 -0.279 0.684
2 C 0.858 0.852 0.422
3 O -0.262 1.119 -0.205
4 H 1.400 1.772 0.669
5 H -0.909 0.225 -0.187
6 O -1.098 -1.152 -0.286
7 H -0.989 -1.271 -1.245
8 H -0.218 -1.267 0.148

Computed properties:
E_HOMO = -0.400 hartree
LUMO level = 0.7 eV
SMILES = O=CO.O
Kohn-Sham gap = 11.56 eV
E_tot = -7244.375 eV
total charge = 0
spin multiplicity = 1

---

Entry 17:
The following is a quantum chemistry calculation of a cluster of 2 separate species, CH4O3 in total, from the OMol25 dataset.

Element x y z (Å)
1 O -2.109 0.562 0.441
2 C -1.852 -0.204 -0.435
3 O -0.626 -0.577 -0.788
4 H -2.631 -0.673 -1.036
5 H -0.026 -0.435 -0.033
6 O 2.081 0.275 0.541
7 H 2.369 1.155 0.280
8 H 2.794 -0.104 1.029

Computed properties:
E_HOMO = -0.389 hartree
LUMO level = 0.5 eV
SMILES = O=CO.O
Kohn-Sham gap = 11.13 eV
E_tot = -7244.415 eV
total charge = 0
spin multiplicity = 1

---

Entry 18:
The following is a quantum chemistry calculation of an isolated molecule of CH4OP2, from the OMol25 dataset.

Element x y z (Å)
1 O 1.625 -0.851 0.420
2 C 0.607 -0.397 -0.024
3 P -0.991 -1.573 -0.634
4 P 0.310 1.425 -0.303
5 H -1.586 -0.938 0.550
6 H -1.400 -0.441 -1.293
7 H 1.568 1.574 0.130
8 H -0.134 1.200 1.155

Computed properties:
E_HOMO = -0.325 hartree
LUMO level = 0.3 eV
SMILES = O=C(P)P
Kohn-Sham gap = 9.18 eV
E_tot = -21724.366 eV
total charge = 0
spin multiplicity = 1

---

Entry 19:
The following is a quantum chemistry calculation of an isolated molecule of CH4OP2, from the OMol25 dataset.

Element x y z (Å)
1 C 1.184 -0.337 -0.027
2 P -0.544 -0.918 0.090
3 P -1.332 1.197 0.766
4 O -2.763 1.066 0.982
5 H 1.878 -0.964 -0.492
6 H 1.596 0.025 0.894
7 H 1.078 0.436 -0.792
8 H -1.098 -0.504 -1.421

Computed properties:
E_HOMO = -0.315 hartree
LUMO level = -0.9 eV
SMILES = C[PH]#P=O
Kohn-Sham gap = 7.62 eV
E_tot = -21725.457 eV
total charge = 0
spin multiplicity = 1

---

Entry 20:
The following is a quantum chemistry calculation of an isolated molecule of CH4P2, from the OMol25 dataset.

Element x y z (Å)
1 H -2.604 0.534 0.651
2 P -1.857 -0.278 -0.130
3 C 0.120 0.416 0.362
4 P 1.428 -0.665 0.095
5 H 0.193 1.398 0.787
6 H 0.808 -1.511 -0.969
7 H 1.913 0.106 -0.796

Computed properties:
E_HOMO (alpha / beta) = -0.317 / -0.300 hartree
LUMO level (alpha / beta) = -0.3 / -1.0 eV
SMILES = [H]/P=C/P
Kohn-Sham gap (alpha / beta) = 8.34 / 7.20 eV
E_tot = -19674.871 eV
total charge = 0
spin multiplicity = 1

---

For each record above, in turn, the calculated maximum force values are 0.0948, 0.0628, 0.0919, 0.0461, 0.0580, 0.0450, 0.0774, 0.0867, 0.0842, 0.0573, 0.0972, 0.0225, 0.0894, 0.1108, 0.0728, 0.0393, 0.0219, 0.0541, 0.0542, 0.1227 hartree/bohr.